[1]
ORCA calculation (wB97M-V/def2-TZVPD) on C2H10O2S as an isolated structure at a distorted geometry.

Each line ends with the natural charge from an NBO analysis.
Geometry (Å):
H1 0.9524 1.6102 2.2678  0.428
H2 0.4967 -1.5828 2.5201  0.444
C1 -1.5300 0.5261 0.0940  -0.725
H3 0.9496 0.0616 1.4292  0.510
H4 -1.2228 1.5296 -0.1245  0.209
H5 1.2029 0.8618 -1.4971  0.200
H6 2.1854 -0.4841 0.2657  0.046
C2 0.9206 -0.1290 -1.2605  -0.648
H7 -1.1683 0.1477 1.0023  0.271
O1 0.4436 -1.0558 1.7532  -1.197
H8 1.3383 -0.9037 -1.9957  0.202
O2 1.2769 1.2851 1.3716  -1.146
S1 -0.8503 -0.3477 -1.3568  0.130
H9 1.4125 -0.3741 -0.2478  0.084
H10 -2.6502 0.4809 0.0889  0.192

Atomic forces in eV per Å
H 0.62 -0.76 -1.78
H 0.56 -0.38 1.34
C -1.11 0.46 -1.81
H 0.03 1.10 1.82
H 0.00 0.75 0.67
H 0.52 1.00 -0.23
H 1.82 -0.47 1.02
C -0.84 -1.57 -1.87
H 0.76 -0.56 1.12
O -0.52 0.81 -2.06
H -0.44 1.22 0.99
O -0.90 -0.51 1.47
S -0.75 -0.76 0.05
H -0.65 -0.20 -0.36
H 0.90 -0.15 -0.37

## Properties
- frontier orbital gap (spin up / spin down) (hartree) = 0.2360 / 0.2853
- LUMO (spin up / spin down) (eV) = 3.6 / 3.6
- net charge = -1
- energy above the lowest of the compared OMol25 structures with the same formula, charge and spin (kcal/mol) = 63.8
- multiplicity = 2
- <S²> = 0.755

=====

[2]
ORCA calculation (wB97M-V/def2-TZVPD) on a 4-piece molecular cluster, C2H10O2S2 overall at a distorted geometry.

Each line ends with the natural charge from an NBO analysis.
Geometry (Å):
H1 -1.8650 -1.2187 -0.2869  0.260
H2 3.2957 0.9149 0.3152  0.451
H3 0.3709 -0.4308 -1.5159  0.252
H4 -0.8078 -2.5087 0.4574  0.188
H5 -1.0198 2.0524 1.1522  0.495
C1 0.1149 -1.4116 -1.1195  -0.542
O1 -0.1440 2.1156 1.6539  -1.041
S1 -2.0374 1.5828 -0.5114  -0.986
S2 1.6618 -2.2319 -0.5998  0.041
H6 -0.5203 -0.6999 0.7581  0.247
C2 -0.8568 -1.4817 0.0839  -0.627
H7 0.0357 2.9041 2.1839  0.449
H8 2.7532 -0.4912 -0.0104  0.460
O2 2.4996 0.4589 0.0312  -0.950
H9 -0.4340 -1.9919 -1.8774  0.205
H10 -3.0466 2.4378 -0.7147  0.097

Atomic forces in eV per Å
H 0.50 -0.11 0.33
H -0.04 0.21 0.08
H -0.37 0.14 0.43
H -0.20 0.27 0.38
H 0.65 0.79 0.31
C -0.17 -0.85 -0.35
O 0.55 -0.46 0.59
S -0.45 -0.13 -0.42
S -0.79 -0.67 -0.50
H -0.32 -0.28 0.65
C 0.44 0.78 -0.76
H -0.82 -0.19 -0.53
H -0.38 0.82 -0.03
O 0.64 -0.37 0.02
H 0.83 -0.02 -0.21
H -0.08 0.07 0.01

## Properties
- frontier orbital gap (spin up / spin down) (hartree) = 0.2229 / 0.1470
- LUMO (spin up / spin down) (eV) = 3.0 / 1.0
- net charge = -1
- energy above the lowest of the compared OMol25 structures with the same formula, charge and spin (kcal/mol) = 16.4
- multiplicity = 2
- <S²> = 0.753

=====

[3]
ORCA calculation (wB97M-V/def2-TZVPD) on a 3-piece molecular cluster, C2H10O2S2 overall at a distorted geometry.

Each line ends with the natural charge from an NBO analysis.
Geometry (Å):
H1 2.1224 2.7547 1.9968  0.447
O1 1.4017 0.6655 5.0385  -0.943
H2 -2.0755 -1.3491 -0.3893  0.187
H3 0.9202 1.1471 4.3517  0.473
C1 -1.1809 -1.0250 -0.9285  -0.532
H4 -0.6350 -2.9095 -1.7277  0.185
H5 -1.8052 -2.0642 -2.7652  0.218
H6 -0.3019 -1.0507 -0.2964  0.204
S1 -2.3258 0.7156 -3.2086  -0.602
H7 2.0219 1.3046 5.3995  0.460
S2 -1.3483 0.7760 -1.2208  -0.271
C2 -0.9262 -1.9383 -2.1302  -0.631
H8 -0.1022 -1.5695 -2.7252  0.199
H9 -1.3173 0.2137 -3.9240  0.085
H10 3.1377 2.3594 1.0121  0.457
O2 2.4143 1.9697 1.5175  -0.935

Atomic forces in eV per Å
H -0.39 -0.21 0.10
O -0.16 0.14 -0.01
H 0.22 -0.17 0.09
H 0.14 -0.20 0.05
C -0.19 0.41 -0.19
H -0.01 -0.23 -0.08
H 0.10 0.11 0.03
H -0.02 -0.33 0.40
S -1.27 0.02 -1.82
H 0.03 0.02 -0.05
S 0.99 -0.01 1.50
C -0.25 0.04 0.46
H 0.21 0.15 -0.25
H 0.18 0.04 -0.14
H 0.05 -0.40 -0.27
O 0.36 0.62 0.18

## Properties
- frontier orbital gap (spin up / spin down) (hartree) = 0.0950 / 0.2243
- LUMO (spin up / spin down) (eV) = 2.7 / 2.6
- net charge = -1
- energy above the lowest of the compared OMol25 structures with the same formula, charge and spin (kcal/mol) = 19.6
- multiplicity = 2
- <S²> = 0.754

=====

[4]
ORCA calculation (wB97M-V/def2-TZVPD) on a 4-piece molecular cluster, C2H10O2S2 overall at a distorted geometry.

Each line ends with the natural charge from an NBO analysis.
Geometry (Å):
H1 -2.4182 1.6288 -0.5938  0.203
H2 -1.0880 -1.7344 0.4323  0.180
C1 -0.1096 -2.0970 0.4344  -0.740
S1 -1.3234 -0.0441 -1.7675  0.086
C2 -1.4321 1.2455 -0.5186  -0.809
O1 1.6109 0.0711 -1.4941  -1.006
H3 0.6222 0.0584 -1.7313  0.434
H4 1.4997 2.1237 1.7364  0.454
H5 -1.2280 0.9168 0.5315  0.289
O2 0.8661 1.7064 1.1812  -1.047
S2 0.9832 -1.2015 1.5777  -0.627
H6 0.8817 0.7080 1.2635  0.463
H7 -0.6973 2.0752 -0.7338  0.250
H8 0.3407 -2.0815 -0.5348  0.198
H9 -0.1697 -3.1614 0.8166  0.192
H10 1.6619 -0.2140 -0.5995  0.482

Atomic forces in eV per Å
H -1.06 0.39 0.21
H -1.70 0.79 -0.15
C 1.65 -1.85 1.50
S -0.85 0.02 0.28
C 1.46 0.67 -0.09
O -1.15 0.45 -2.30
H 2.17 0.01 0.51
H 0.83 -0.04 0.72
H -0.07 -0.12 -0.93
O -1.08 0.67 -0.88
S 0.01 -0.35 0.25
H 0.36 0.17 0.37
H -0.63 -1.09 0.30
H 0.00 -0.21 -0.81
H 0.01 0.93 -0.70
H 0.05 -0.45 1.71

## Properties
- frontier orbital gap (spin up / spin down) (hartree) = 0.2389 / 0.1632
- LUMO (spin up / spin down) (eV) = 3.2 / 1.2
- net charge = -1
- energy above the lowest of the compared OMol25 structures with the same formula, charge and spin (kcal/mol) = 14.0
- multiplicity = 2
- <S²> = 0.753

=====

[5]
ORCA calculation (wB97M-V/def2-TZVPD) on a 3-piece molecular cluster, C2H10O3 overall at a distorted geometry.

Each line ends with the natural charge from an NBO analysis.
Geometry (Å):
H1 -0.3369 2.3274 -2.9748  0.461
H2 0.7645 1.6618 -2.1825  0.483
O1 0.3990 0.2970 -0.5612  -0.750
H3 -0.3085 -0.6880 1.0886  0.178
H4 -1.3782 -1.4670 -1.0857  0.225
H5 0.9176 -1.0921 4.0674  0.473
O2 0.5699 2.0147 -3.0633  -0.948
H6 2.0838 -1.6623 3.1929  0.474
H7 -1.0424 0.9122 0.7653  0.158
H8 1.1061 0.6576 -0.0086  0.467
C1 -0.7045 -0.0270 0.3191  -0.067
C2 -1.7927 -0.6738 -0.4774  -0.633
O3 1.1692 -1.7888 3.4574  -0.945
H9 -2.4285 0.0344 -0.9641  0.211
H10 -2.4779 -1.2007 0.2001  0.214

Atomic forces in eV per Å
H 0.07 -0.03 -0.10
H -0.16 -0.20 -0.20
O 0.07 0.17 0.12
H -0.21 -0.09 0.18
H 0.01 0.18 -0.61
H 0.29 0.12 0.01
O -0.02 0.15 0.23
H 0.00 0.22 0.21
H -0.16 -0.14 0.24
H -0.16 -0.16 -0.13
C 0.82 0.54 -0.12
C -0.40 -0.92 1.17
O -0.30 -0.32 -0.24
H -0.01 0.37 -0.91
H 0.17 0.12 0.15

## Properties
- frontier orbital gap (hartree) = 0.4066
- LUMO (eV) = 0.4
- energy above the lowest of the compared OMol25 structures with the same formula, charge and spin (kcal/mol) = 7.4

=====

[6]
ORCA calculation (wB97M-V/def2-TZVPD) on a 3-piece molecular cluster, C2H10O3 overall at a distorted geometry.

Each line ends with the natural charge from an NBO analysis.
Geometry (Å):
H1 2.2784 0.3097 -1.9433  0.148
C1 -2.8922 0.3981 1.8766  -0.236
H2 4.3046 0.5830 -1.6939  0.466
H3 0.2138 0.5865 -1.3017  0.466
H4 -3.6552 1.0309 1.4308  0.188
O1 4.2046 -0.3689 -1.7556  -0.718
O2 -3.5887 -0.8015 2.2037  -0.719
H5 -2.5643 0.9174 2.7794  0.166
H6 2.5106 -0.6501 -0.5737  0.170
H7 -2.0491 0.2336 1.2203  0.141
H8 2.4577 -1.4351 -2.2408  0.186
H9 -2.9427 -1.4815 2.4161  0.461
O3 -0.2830 1.0019 -0.5876  -0.931
H10 -0.7920 0.2841 -0.2010  0.463
C2 2.7977 -0.6084 -1.6293  -0.252

Atomic forces in eV per Å
H -0.12 -0.28 -0.44
C -0.95 0.04 0.70
H 0.27 -0.01 0.02
H -0.06 0.07 0.04
H 0.27 0.13 -0.38
O -0.46 -0.40 -0.12
O 0.35 -0.16 -0.12
H 0.26 -0.06 0.03
H 0.07 -0.78 -0.03
H 0.07 0.02 -0.21
H 0.21 -0.25 0.15
H -0.08 0.01 0.09
O 0.12 -0.06 -0.09
H -0.01 -0.01 -0.06
C 0.06 1.73 0.42

## Properties
- frontier orbital gap (hartree) = 0.4090
- LUMO (eV) = 0.5
- energy above the lowest of the compared OMol25 structures with the same formula, charge and spin (kcal/mol) = 28.7

=====

[7]
ORCA calculation (wB97M-V/def2-TZVPD) on a 3-piece molecular cluster, C2H10O3 overall at a distorted geometry.

Each line ends with the natural charge from an NBO analysis.
Geometry (Å):
H1 -1.5691 -0.2749 -2.1587  0.209
H2 -1.6090 -1.4051 -0.9095  0.211
H3 1.0893 0.8826 0.2850  0.474
O1 -2.0084 -3.7121 2.3722  -0.919
O2 2.9001 2.9799 -0.6679  -0.937
H4 -1.1598 -4.1552 2.4914  0.462
H5 -1.6394 -2.9070 1.9817  0.457
H6 2.4014 2.1936 -0.9265  0.474
H7 -0.5581 -0.1973 0.6789  0.155
C1 -0.6633 0.4284 -0.2401  -0.068
C2 -0.9414 -0.6406 -1.2994  -0.652
H8 2.1600 3.4589 -0.2682  0.463
O3 0.5765 1.1249 -0.4906  -0.743
H9 -1.4758 1.1476 -0.1767  0.183
H10 -0.1027 -1.0525 -1.8690  0.230

Atomic forces in eV per Å
H 0.47 0.29 0.75
H 0.37 -0.38 0.29
H 0.45 0.32 -0.15
O 0.97 0.43 -0.28
O -0.77 -0.15 0.25
H -0.25 -0.68 0.32
H -0.72 0.24 -0.04
H 0.35 -0.17 -0.37
H -0.17 1.07 -0.14
C 0.68 -1.53 -0.33
C -1.57 0.74 -2.07
H 0.40 0.37 0.02
O -0.48 -0.41 0.62
H -0.04 -0.06 0.21
H 0.30 -0.09 0.92

## Properties
- frontier orbital gap (hartree) = 0.4200
- LUMO (eV) = 0.3
- energy above the lowest of the compared OMol25 structures with the same formula, charge and spin (kcal/mol) = 16.8

=====

[8]
ORCA calculation (wB97M-V/def2-TZVPD) on a 4-piece molecular cluster, C2H10O4 overall at a distorted geometry.

Each line ends with the natural charge from an NBO analysis.
Geometry (Å):
H1 1.5789 1.8508 -1.1681  0.468
C1 -0.5154 -0.9943 0.4066  0.457
O1 -2.9317 0.9101 -2.3626  -0.941
H2 -1.9679 -1.7628 1.7594  0.226
H3 -1.8193 0.0296 1.5972  0.241
O2 2.1378 1.4331 -1.8260  -0.938
H4 -2.5182 1.5599 -2.9457  0.475
O3 3.1269 -0.5056 1.3303  -0.944
C2 -1.2773 -0.9297 1.6954  -0.738
H5 -3.0157 1.3271 -1.4957  0.467
H6 2.8831 1.0699 -1.3416  0.471
H7 -0.7464 -0.7648 2.6329  0.254
O4 0.4264 -0.3056 0.1140  -0.555
H8 -0.7233 -1.8682 -0.2073  0.114
H9 2.9699 -1.1558 0.6371  0.467
H10 2.3924 0.1064 1.1743  0.476

Atomic forces in eV per Å
H -0.05 -0.09 0.15
C 1.41 -1.05 1.16
O 0.00 0.03 0.07
H -0.15 0.05 0.16
H -0.40 -0.43 0.10
O 0.09 0.11 -0.31
H -0.07 -0.10 0.27
O -0.26 0.21 -0.29
C -0.82 1.35 -0.36
H 0.08 0.05 -0.32
H 0.02 -0.02 0.12
H 0.60 -0.39 -0.33
O -0.10 0.66 -0.05
H -0.56 -0.16 -0.64
H 0.13 -0.13 0.06
H 0.08 -0.10 0.20

## Properties
- frontier orbital gap (hartree) = 0.4003
- LUMO (eV) = 0.5
- energy above the lowest of the compared OMol25 structures with the same formula, charge and spin (kcal/mol) = 17.9

=====

[9]
ORCA calculation (wB97M-V/def2-TZVPD) on a 4-piece molecular cluster, C2H10O4 overall at a distorted geometry.

Each line ends with the natural charge from an NBO analysis.
Geometry (Å):
H1 -1.4826 2.4478 0.8388  0.501
H2 -3.1819 0.5941 0.3627  0.475
C1 2.0430 -0.6607 1.6250  -0.733
H3 2.6577 0.0040 2.2272  0.222
O1 1.3019 -2.9736 -4.7588  -0.931
H4 -1.7422 0.2577 0.7898  0.498
H5 0.8058 1.0665 1.2638  0.145
H6 0.8682 -2.6978 -3.9321  0.466
H7 -1.3232 4.0248 0.7506  0.469
H8 2.5695 -1.0192 0.7416  0.243
O2 -0.1964 -0.7238 0.8378  -0.555
C2 0.7226 -0.0285 1.1798  0.466
H9 0.7175 -2.6000 -5.4179  0.465
H10 1.8316 -1.4963 2.2886  0.237
O3 -0.8280 3.2005 0.8529  -0.990
O4 -2.5010 0.8674 0.9904  -0.980

Atomic forces in eV per Å
H 0.44 1.06 0.04
H 0.05 0.17 0.15
C -0.60 -0.09 0.32
H 0.09 0.36 -0.39
O -0.33 0.21 0.72
H -0.58 0.37 0.31
H -1.14 0.22 -0.47
H 0.39 -0.26 -0.29
H 0.03 -0.45 0.05
H 0.17 0.00 0.05
O -0.65 0.60 -0.30
C 2.29 -0.67 1.02
H -0.07 0.04 -0.42
H -0.14 -0.34 -0.26
O -0.51 -0.65 -0.06
O 0.55 -0.57 -0.47

## Properties
- frontier orbital gap (hartree) = 0.4086
- LUMO (eV) = 0.6
- energy above the lowest of the compared OMol25 structures with the same formula, charge and spin (kcal/mol) = 9.4

=====

[10]
ORCA calculation (wB97M-V/def2-TZVPD) on a 4-piece molecular cluster, C2H10O5 overall at a distorted geometry.

Each line ends with the natural charge from an NBO analysis.
Geometry (Å):
H1 3.1590 -1.6941 -1.1487  0.481
C1 -1.0600 2.0478 -0.5903  -0.722
O1 -1.1224 0.7956 3.8140  -0.952
H2 -2.0124 1.8422 -1.0622  0.249
H3 -1.1847 2.5537 0.3661  0.235
H4 -0.3934 -1.7982 -0.1313  0.509
H5 -0.4956 2.7629 -1.1805  0.234
H6 1.6365 -1.9791 -1.3942  0.500
O2 0.1482 -2.5012 -0.5454  -0.984
O3 -0.6308 -0.0444 0.4672  -0.671
C2 -0.2732 0.8000 -0.3361  0.816
H7 -1.2056 0.7892 2.8535  0.482
O4 0.6448 0.6002 -1.2520  -0.675
H8 1.0848 -0.2817 -1.2619  0.523
H9 -0.1968 0.6961 4.0407  0.469
O5 2.4149 -1.4893 -1.7239  -0.977
H10 -0.5132 -3.0997 -0.9148  0.481

Atomic forces in eV per Å
H -0.21 -0.04 0.05
C 0.98 1.13 0.84
O -0.44 0.15 0.14
H -0.10 -0.23 0.08
H -0.53 -0.13 0.10
H 0.48 0.09 0.15
H 0.02 -0.17 -0.38
H 0.35 -0.48 0.13
O -0.73 -0.07 -0.04
O 0.32 0.23 0.45
C -1.35 -1.04 -1.06
H 0.32 -0.18 0.04
O 0.56 0.26 -0.35
H 0.16 0.40 0.31
H 0.13 -0.04 -0.27
O -0.25 0.20 -0.12
H 0.29 -0.08 -0.06

## Properties
- frontier orbital gap (hartree) = 0.4232
- LUMO (eV) = 0.5
- energy above the lowest of the compared OMol25 structures with the same formula, charge and spin (kcal/mol) = 7.3